Record 1
Entry from the Open Molecules 2025 dataset: a structure of composition C26H22N7O4Ru (the ωB97M-V functional and the def2-TZVPD basis).

The geometry in XYZ format:
```
60
Properties=species:S:1:pos:R:3:lowdin_spin:R:1
Ru -1.52071 -0.50432 -0.03307 0.725
C 3.31829 -2.22822 -4.67427 0.003
C 2.61599 -1.72552 -3.45357 0.017
C 3.09179 -1.98432 -2.17037 -0.003
C 2.39129 -1.59062 -1.05157 0.017
C 1.16359 -0.90312 -1.14197 0.003
N 0.46449 -0.53442 -0.01047 0.119
C 1.17259 -0.20572 1.12823 0.001
C 2.40679 0.46888 1.03783 0.019
C 3.10839 0.86798 2.15213 -0.004
C 2.62559 0.62168 3.43463 0.022
C 3.32799 1.14078 4.64743 0.004
C 1.42729 -0.06322 3.54923 -0.004
C 0.70449 -0.47492 2.43693 0.020
N -0.50311 -1.14782 2.69433 0.002
C -0.68711 -2.17352 3.55783 0.001
C -2.04071 -2.39442 3.64063 0.002
C -2.61921 -1.43592 2.79813 0.003
N -1.67651 -0.67742 2.25673 -0.005
C 0.69879 -0.63522 -2.44837 0.016
C 1.41569 -1.04352 -3.56417 -0.003
N -0.51691 0.02858 -2.70667 0.000
C -0.70541 1.05768 -3.56457 0.002
C -2.06221 1.19538 -3.73787 0.001
C -2.63421 0.18468 -2.95367 0.003
N -1.68721 -0.51302 -2.34217 -0.004
H 4.38939 -2.30872 -4.50887 0.000
H 3.13329 -1.57752 -5.52527 0.000
H 2.93969 -3.22032 -4.92477 0.001
H 4.02119 -2.51952 -2.04177 -0.001
H 2.76659 -1.84002 -0.06897 0.000
H 2.78939 0.70128 0.05283 0.001
H 4.03719 1.40198 2.01973 -0.001
H 4.39759 1.23158 4.47513 0.000
H 3.14569 0.49848 5.50443 0.000
H 2.94329 2.13138 4.88983 0.002
H 1.01969 -0.26642 4.52993 -0.001
H 0.13859 -2.68482 4.00773 0.000
H -2.53661 -3.13272 4.23413 0.000
H -3.65571 -1.25072 2.58463 0.000
H 1.00189 -0.83582 -4.54167 -0.001
H 0.11809 1.61968 -3.95847 0.000
H -2.55641 1.91768 -4.35457 0.000
H -3.66811 -0.08322 -2.83807 0.000
O -5.16321 1.20818 0.11503 0.000
C -3.97671 0.92018 0.06073 0.004
O -3.50411 -0.28072 0.01923 0.037
C -2.94181 2.00618 0.02643 0.000
C -3.29081 3.34988 0.00553 0.000
C -2.30601 4.31288 -0.03707 -0.001
C -0.96711 3.88818 -0.06887 0.000
C -0.68881 2.54448 -0.04477 0.000
N -1.63831 1.60158 0.00943 -0.001
H -4.33771 3.60398 0.02893 0.000
H -2.55211 5.36068 -0.04427 0.000
H -0.16751 4.60738 -0.10147 0.000
H 0.33679 2.19648 -0.05507 0.000
O -2.75351 -4.44512 0.44803 0.000
N -2.36691 -3.29592 0.55923 0.001
O -1.38681 -2.69092 0.06163 -0.002
```

Properties
F_max	6.629	eV/A
⟨S²⟩	0.7575
spin multiplicity	2
Kohn-Sham gap (spin up / spin down)	6.2637 / 5.5180	eV
calculated total energy	-48519.14516	eV
energy above the lowest of the compared OMol25 structures with the same formula, charge and spin	56.5	kcal/mol



Record 2
Entry from the Open Molecules 2025 dataset: a structure of composition C26H22O2PRuSSe2Te2 (the ωB97M-V functional and the def2-TZVPD basis).

The geometry in XYZ format:
```
57
Properties=species:S:1:pos:R:3:lowdin_spin:R:1
Ru 0.87106 -0.60305 -0.08955 2.156
O -0.35164 -2.84925 -0.47295 0.173
C -0.75754 -1.79075 -0.08765 0.046
C -2.11904 -1.38095 0.19095 0.010
C -3.18054 -2.26985 0.04335 0.000
C -4.46694 -1.79565 0.21365 0.002
C -4.68924 -0.45635 0.50985 -0.001
C -3.63144 0.42815 0.68285 0.002
C -2.33454 -0.04535 0.55005 0.002
P -0.77734 0.88485 0.71055 0.081
C -0.37994 0.94675 2.48065 0.016
C -0.84664 -0.01405 3.37615 0.009
C -0.37124 -0.03425 4.67655 0.000
C 0.55186 0.91255 5.09805 0.016
C 1.01356 1.87415 4.20875 0.006
C 0.57196 1.88075 2.89745 0.014
C -1.21304 2.56965 0.22165 0.022
C -1.04984 2.88045 -1.12565 0.005
C -1.49034 4.10075 -1.60415 0.000
C -2.08754 5.00445 -0.73755 0.001
C -2.22154 4.70295 0.61035 0.001
C -1.78744 3.48405 1.10015 0.004
H -2.96964 -3.29405 -0.22785 0.001
H -5.30154 -2.46925 0.09505 0.000
H -5.69904 -0.09035 0.61475 0.000
H -3.81554 1.46585 0.92045 0.000
H -1.58564 -0.73905 3.05575 0.000
H -0.72404 -0.79655 5.35595 0.000
H 0.91996 0.89395 6.11255 0.001
H 1.72426 2.61765 4.53265 0.000
H 0.94756 2.61115 2.18895 0.002
H -0.58424 2.14835 -1.77855 0.002
H -1.36914 4.35295 -2.64805 0.000
H -2.45174 5.95165 -1.11075 0.000
H -2.66574 5.42335 1.28125 0.000
H -1.89284 3.23625 2.14735 0.000
Se 1.94156 -2.31045 1.31695 0.283
Te 3.25056 -0.99185 2.94025 0.278
Te 4.44126 0.74455 1.20585 0.381
Se 2.58826 1.19465 -0.36505 0.370
C 1.15926 -1.02065 -4.92215 0.004
S 1.78526 -0.31895 -3.34845 0.014
O 0.57406 -0.31735 -2.45195 0.066
C 2.67716 -1.77225 -2.72795 0.009
C 1.91596 -2.86055 -2.32955 0.003
C 2.54016 -3.94605 -1.73305 0.005
C 3.91726 -3.93275 -1.56115 0.007
C 4.67396 -2.85215 -1.99115 0.004
C 4.05416 -1.75665 -2.57235 0.002
H 0.41466 -1.77805 -4.71255 0.000
H 1.99146 -1.43515 -5.47735 0.001
H 0.72036 -0.20195 -5.48465 0.000
H 0.84616 -2.85845 -2.50415 0.000
H 1.94996 -4.79265 -1.40895 0.000
H 4.40196 -4.77645 -1.09515 0.000
H 5.74626 -2.85735 -1.86765 0.000
H 4.62516 -0.90135 -2.90275 0.000
```

Properties
F_max	1.603	eV/A
⟨S²⟩	6.0251
net charge	+1
spin multiplicity	5
Kohn-Sham gap (spin up / spin down)	6.7995 / 5.1062	eV
calculated total energy	-199393.42808	eV
energy above the lowest of the compared OMol25 structures with the same formula, charge and spin	18.1	kcal/mol



Record 3
Entry from the Open Molecules 2025 dataset: a structure of composition C26H23BClI2N6O3Re (the ωB97M-V functional and the def2-TZVPD basis).

The geometry in XYZ format:
```
63
Properties=species:S:1:pos:R:3:lowdin_spin:R:1
Re 0.10266 0.36670 -0.08257 0.794
I 2.30232 -6.53690 2.45275 0.001
C 1.72316 -4.83976 1.39684 0.003
C 2.25562 -4.59010 0.14084 -0.001
C 1.88102 -3.44819 -0.54939 0.003
I 2.61253 -3.12113 -2.47182 0.000
C 0.98347 -2.53355 0.00630 -0.001
O 0.63492 -1.44209 -0.68047 0.018
C 0.41217 -2.82828 1.24514 0.002
C -0.66678 -1.93745 1.77820 0.002
N -0.20003 -0.52360 1.90498 0.001
C -1.07949 0.25299 2.79275 0.002
C -2.10587 0.93124 1.97267 0.003
C -3.33445 1.32770 2.46881 -0.001
C -4.17502 2.07144 1.66410 0.005
C -3.76346 2.38470 0.37841 0.000
C -2.54179 1.92333 -0.05965 0.005
N -1.71424 1.21457 0.72403 0.001
C 0.79409 -3.96760 1.93977 0.000
H 2.95749 -5.28214 -0.30324 0.000
H -0.97716 -2.29941 2.76029 0.000
H -1.54167 -1.92807 1.12234 0.000
H 0.72002 -0.55194 2.34604 0.002
H -0.47627 1.02686 3.26196 0.000
H -1.50857 -0.37040 3.57745 0.000
H -3.61028 1.05923 3.47888 0.000
H -5.13805 2.39948 2.03082 0.000
H -4.38299 2.96507 -0.28892 0.000
H -2.20993 2.10910 -1.06508 0.000
H 0.34929 -4.18091 2.90395 0.000
B 1.79556 2.39456 2.24012 0.000
N 1.09000 3.11932 1.05538 -0.001
C 1.10655 4.42654 0.78716 0.010
C 0.50419 4.64594 -0.44227 0.003
C 0.15576 3.37904 -0.88005 0.009
N 0.49409 2.46327 0.03715 -0.001
N 2.61740 1.24848 1.58691 0.000
C 3.91396 0.98662 1.74853 0.018
C 4.28822 -0.02019 0.87266 0.005
C 3.13100 -0.32599 0.18101 0.012
N 2.11654 0.43753 0.62368 -0.005
H 1.01362 1.96226 3.04517 0.000
H 2.55800 3.16609 2.74949 0.000
H 1.57548 5.10970 1.47436 0.000
H 0.37029 5.58172 -0.95391 0.000
H -0.29652 3.08086 -1.81032 0.001
H 4.48707 1.54978 2.46514 0.001
H 5.26244 -0.45548 0.74405 0.000
H 2.97978 -1.01957 -0.62491 0.000
Cl -1.93834 -2.04155 -6.75538 0.003
C -1.76702 -1.48926 -5.12583 0.009
C -2.79497 -1.73584 -4.19974 -0.002
C -2.69467 -1.30987 -2.90049 0.007
C -1.55046 -0.62706 -2.44581 0.002
O -1.52434 -0.23465 -1.19984 0.062
C -0.52100 -0.38082 -3.38833 0.011
C 0.65502 0.33097 -3.05465 0.000
O 0.98292 0.76356 -1.93220 0.017
C -0.65317 -0.81457 -4.72836 -0.003
H -3.67601 -2.27129 -4.52821 0.000
H -3.48707 -1.50316 -2.19027 0.000
H 1.35936 0.54318 -3.86361 0.000
H 0.14361 -0.61101 -5.43276 0.000
```

Properties
F_max	0.606	eV/A
⟨S²⟩	0.7549
net charge	+1
spin multiplicity	2
Kohn-Sham gap (spin up / spin down)	7.0489 / 6.6183	eV
calculated total energy	-73945.73102	eV
energy above the lowest of the compared OMol25 structures with the same formula, charge and spin	4.8	kcal/mol